P) Molecular formula: C3H13N2O2S
Method: DFT, ωB97M-V/def2-TZVPD

Geometry as ORCA input:
```
! RIJCOSX wB97M-V def2-TZVPD def2/J DEFGRID3
* xyz -1 1
S 2.559 2.333 -0.954
O 0.478 0.459 3.388
O -1.501 -2.926 1.273
N -1.360 -1.274 -0.949
N 0.596 0.441 0.415
C 0.958 1.844 -1.611
C -1.016 0.097 -1.337
C 0.447 0.460 -1.057
H -1.152 0.092 -2.433
H -1.467 -1.277 0.060
H 1.056 1.643 -2.696
H 0.212 0.471 2.431
H 0.268 2.674 -1.486
H 1.075 -0.353 -1.437
H 1.528 0.172 0.692
H -0.673 -1.976 -1.167
H -1.633 -2.620 2.185
H 0.494 1.387 0.751
H 1.370 0.730 3.473
H -0.587 -3.205 1.311
H -1.653 0.827 -0.852
*
```

* HOMO: -2.6 eV

=====

Q) Molecular formula: C3H13N2O2S
Method: DFT, ωB97M-V/def2-TZVPD

Geometry as ORCA input:
```
! RIJCOSX wB97M-V def2-TZVPD def2/J DEFGRID3
* xyz -1 1
S -3.214 0.142 -1.032
O -2.216 0.512 2.326
O 1.909 1.929 -1.041
N 0.803 -0.696 -0.661
N 1.682 -0.188 1.547
C 1.551 -1.167 0.473
C -1.406 0.356 -1.189
C -0.666 -0.774 -0.490
H -1.080 -1.737 -0.819
H 1.276 1.177 -0.958
H 1.957 2.175 -1.965
H -2.451 1.411 2.089
H -1.163 0.280 -2.253
H 0.753 0.049 1.896
H -2.521 -0.061 1.601
H 1.065 -1.142 -1.530
H 2.020 0.677 1.135
H 1.125 -2.094 0.902
H -1.129 1.320 -0.751
H -0.851 -0.725 0.581
H 2.555 -1.444 0.138
*
```

* HOMO: -2.9 eV

=====

The winner here is Q), beating the second structure by 0.0228 hartree.

=====

P) Molecular formula: C3H7N3S
Method: DFT, ωB97M-V/def2-TZVPD

Geometry as ORCA input:
```
! RIJCOSX wB97M-V def2-TZVPD def2/J DEFGRID3
* xyz 0 1
S 1.060 -1.596 -0.264
N -0.002 1.750 -0.232
N 0.456 -0.353 0.942
N 1.356 1.908 -0.152
C -2.365 -0.759 -0.266
C -1.876 0.512 0.103
C -0.433 0.618 0.207
H -0.076 -0.948 1.662
H 2.294 -1.185 -0.067
H 1.794 1.077 0.229
H -1.643 -1.868 -0.509
H -3.323 -1.038 -0.511
H 1.802 2.599 -0.863
H -2.444 1.545 0.115
*
```

* HOMO: -8.0 eV

=====

Q) Molecular formula: C3H7N3S
Method: DFT, ωB97M-V/def2-TZVPD

Geometry as ORCA input:
```
! RIJCOSX wB97M-V def2-TZVPD def2/J DEFGRID3
* xyz 0 1
S 0.022 -2.184 0.870
N 1.328 -0.266 -0.190
N 0.973 -1.554 -0.439
N -0.028 1.007 -1.563
C 1.121 0.014 1.044
C -1.253 0.854 -0.783
C 0.260 -0.790 1.775
H -2.031 1.203 -1.549
H -1.438 -0.214 -0.482
H 0.120 2.046 -1.644
H 0.555 -1.806 -1.366
H 0.020 -0.726 2.768
H 1.614 0.944 1.446
H -1.262 1.473 0.112
*
```

* HOMO (alpha / beta): -8.7 / -6.6 eV

=====

The winner here is P), beating the second structure by 0.0277 hartree.

=====

P) Molecular formula: C3H7N3S
Method: DFT, ωB97M-V/def2-TZVPD

Geometry as ORCA input:
```
! RIJCOSX wB97M-V def2-TZVPD def2/J DEFGRID3
* xyz 0 1
S 1.913 -1.762 0.409
N -0.844 0.908 -0.151
N -1.919 2.809 -1.091
N 0.263 0.079 -0.333
C -0.893 1.927 -0.980
C 0.462 -1.010 0.407
C -0.650 -1.366 1.339
H -2.810 2.725 -0.636
H -1.906 3.435 -1.927
H -1.666 -1.351 0.906
H -0.060 2.098 -1.637
H -0.472 -2.284 1.908
H -0.738 -0.693 2.207
H 1.032 0.383 -0.927
*
```

* HOMO: -7.8 eV

=====

Q) Molecular formula: C3H7N3S
Method: DFT, ωB97M-V/def2-TZVPD

Geometry as ORCA input:
```
! RIJCOSX wB97M-V def2-TZVPD def2/J DEFGRID3
* xyz 0 1
S -2.953 -0.122 -0.119
N -1.253 -0.163 -0.093
N 0.869 0.748 0.169
N 1.195 -0.617 0.162
C 3.445 0.303 -0.189
C 2.423 -0.836 0.072
C -0.417 0.879 0.096
H 2.704 -1.893 0.029
H 4.502 -0.091 -0.262
H -3.217 -0.550 1.128
H 3.497 1.013 0.678
H -0.779 -1.069 -0.278
H -0.968 1.835 0.152
H 3.119 0.853 -1.093
*
```

* HOMO: -8.8 eV

=====

R) Molecular formula: C3H7N3S
Method: DFT, ωB97M-V/def2-TZVPD

Geometry as ORCA input:
```
! RIJCOSX wB97M-V def2-TZVPD def2/J DEFGRID3
* xyz 0 1
S 2.112 -1.287 -0.086
N -0.224 -0.304 0.412
N 0.314 0.916 0.721
N -2.341 -1.182 -0.386
C 0.551 -1.470 0.365
C -1.681 -0.234 0.094
C 0.971 1.562 -0.543
H 0.199 1.818 -1.174
H -0.034 -2.417 0.333
H 1.711 0.894 -1.016
H 1.142 0.612 1.384
H -1.862 -1.989 -0.742
H 1.311 2.516 -0.080
H -2.167 0.566 0.717
*
```

* HOMO: -8.7 eV

=====

The winner here is P), beating the second structure by 0.0320 hartree.

=====

P) Molecular formula: C3H7N3S
Method: DFT, ωB97M-V/def2-TZVPD

Geometry as ORCA input:
```
! RIJCOSX wB97M-V def2-TZVPD def2/J DEFGRID3
* xyz 0 1
S 2.618 0.093 -0.657
N 0.411 -0.631 0.685
N 0.200 2.122 0.319
N -0.684 1.269 -0.284
C -1.625 -0.897 -0.682
C 1.735 -0.687 0.509
C -0.596 0.008 -0.114
H 1.189 1.828 0.266
H 2.224 -1.358 1.209
H 0.141 2.996 -0.163
H -2.391 -0.334 -1.169
H 0.064 -1.290 1.387
H -1.175 -1.620 -1.417
H -2.111 -1.500 0.111
*
```

* HOMO: -8.7 eV

=====

Q) Molecular formula: C3H7N3S
Method: DFT, ωB97M-V/def2-TZVPD

Geometry as ORCA input:
```
! RIJCOSX wB97M-V def2-TZVPD def2/J DEFGRID3
* xyz 0 1
S 0.919 -0.832 1.058
N -2.037 -0.898 -0.890
N -2.778 -1.865 -0.778
N 2.441 -0.252 0.569
C -0.412 1.045 -0.499
C 0.218 0.801 0.893
C -1.359 0.039 -0.809
H -0.570 1.054 1.601
H 2.642 -0.563 -0.411
H 1.139 1.487 1.048
H 0.375 1.129 -1.257
H 3.111 -0.519 1.300
H -0.987 1.918 -0.343
H -2.702 -2.544 -1.482
*
```

* HOMO: -7.8 eV

=====

R) Molecular formula: C3H7N3S
Method: DFT, ωB97M-V/def2-TZVPD

Geometry as ORCA input:
```
! RIJCOSX wB97M-V def2-TZVPD def2/J DEFGRID3
* xyz 0 1
S 1.623 0.389 -2.013
N 2.266 0.761 1.289
N -0.950 -0.527 -1.600
N 0.164 0.026 0.277
C -1.106 -0.146 0.740
C 1.171 0.170 1.287
C 0.310 -0.073 -1.159
H -1.885 -0.846 0.021
H -0.718 -1.000 -2.556
H -0.831 -0.450 1.663
H -1.970 0.026 -1.447
H 0.950 -0.402 2.396
H -1.650 0.968 0.812
H 2.624 1.104 0.289
*
```

* HOMO: -8.8 eV

=====

The winner here is P), beating the second structure by 0.1003 hartree.

=====

P) Molecular formula: C3H7N3S
Method: DFT, ωB97M-V/def2-TZVPD

Geometry as ORCA input:
```
! RIJCOSX wB97M-V def2-TZVPD def2/J DEFGRID3
* xyz 0 1
S -0.598 0.873 1.887
N 0.413 1.472 0.648
N 0.013 -1.866 0.474
N 0.977 0.332 0.154
C 1.012 2.697 0.569
C 0.430 -0.642 0.742
C -1.035 -2.118 -0.519
H -1.429 -1.254 -0.998
H 0.594 3.414 -0.048
H -0.804 -2.861 -1.333
H -0.129 -2.529 1.166
H -1.762 -2.846 -0.025
H 2.106 2.663 0.538
H 0.909 3.225 1.541
*
```

* HOMO: -7.8 eV

=====

Q) Molecular formula: C3H7N3S
Method: DFT, ωB97M-V/def2-TZVPD

Geometry as ORCA input:
```
! RIJCOSX wB97M-V def2-TZVPD def2/J DEFGRID3
* xyz 0 1
S 0.851 -1.623 -0.350
N -0.279 -0.361 0.040
N 2.804 0.256 0.234
N 2.179 1.127 -0.522
C -2.577 0.400 0.096
C 2.349 -0.919 0.360
C -1.520 -0.656 -0.094
H -2.035 1.303 0.369
H -3.272 0.128 0.900
H 1.188 0.974 -0.608
H -1.819 -1.647 -0.376
H 2.388 2.074 -0.255
H -3.130 0.531 -0.823
H 2.872 -1.588 1.029
*
```

* HOMO: -8.4 eV

=====

R) Molecular formula: C3H7N3S
Method: DFT, ωB97M-V/def2-TZVPD

Geometry as ORCA input:
```
! RIJCOSX wB97M-V def2-TZVPD def2/J DEFGRID3
* xyz 0 1
S 2.420 -0.627 -0.054
N 1.290 1.708 -0.109
N 1.874 0.643 -0.685
N -0.351 -0.012 -0.251
C -0.121 -0.916 0.598
C 1.195 -1.321 0.877
C -1.770 0.035 -0.661
H -0.985 -1.431 1.048
H -2.334 -0.070 0.367
H 1.467 -2.064 1.476
H -2.054 0.884 -1.243
H 0.839 2.513 -0.721
H -1.953 -0.895 -1.222
H 0.482 1.553 0.580
*
```

* HOMO (alpha / beta): -7.7 / -7.7 eV

=====

The winner here is Q), beating the second structure by 0.0800 hartree.

=====

P) Molecular formula: C2H5N2O
Method: DFT, ωB97M-V/def2-TZVPD

Geometry as ORCA input:
```
! RIJCOSX wB97M-V def2-TZVPD def2/J DEFGRID3
* xyz 1 1
O 1.598 -0.637 -0.093
N 1.596 0.528 -0.001
N -0.675 0.044 -0.367
C 0.176 1.059 0.144
C -0.615 -1.144 0.153
H 0.271 1.416 1.233
H -1.179 -2.006 -0.382
H 0.285 1.897 -0.571
H -1.268 0.138 -1.249
H -0.189 -1.294 1.134
*
```

* HOMO: -15.1 eV

=====

Q) Molecular formula: C2H5N2O
Method: DFT, ωB97M-V/def2-TZVPD

Geometry as ORCA input:
```
! RIJCOSX wB97M-V def2-TZVPD def2/J DEFGRID3
* xyz 1 1
O -1.594 1.681 0.225
N -0.408 1.814 0.443
N -0.003 -0.624 0.215
C -0.089 -1.242 -0.921
C 0.503 0.693 0.398
H -0.704 -0.946 1.058
H 0.436 -1.104 -1.856
H 1.005 0.794 1.380
H -0.606 -2.208 -0.869
H 1.461 1.141 -0.073
*
```

* HOMO: -14.2 eV

=====

R) Molecular formula: C2H5N2O
Method: DFT, ωB97M-V/def2-TZVPD

Geometry as ORCA input:
```
! RIJCOSX wB97M-V def2-TZVPD def2/J DEFGRID3
* xyz 1 1
O 5.035 -0.101 -0.061
N 1.640 -0.260 0.546
N -1.545 -0.218 0.057
C 3.923 -0.084 0.025
C 2.611 0.213 -0.096
H -2.277 -0.501 -0.650
H 0.710 0.067 0.238
H -1.888 0.496 0.600
H 2.590 0.680 -1.083
H -1.126 -0.976 0.699
*
```

* HOMO: -13.8 eV

=====

S) Molecular formula: C2H5N2O
Method: DFT, ωB97M-V/def2-TZVPD

Geometry as ORCA input:
```
! RIJCOSX wB97M-V def2-TZVPD def2/J DEFGRID3
* xyz 1 1
O 2.088 -0.676 -0.316
N -0.840 0.055 -0.389
N 1.559 0.343 0.141
C -1.228 -1.019 0.106
C 0.335 0.784 -0.080
H 0.045 1.767 0.352
H -2.217 -1.428 -0.232
H 2.187 0.996 0.506
H -1.417 0.728 -0.951
H -0.511 -1.551 0.863
*
```

* HOMO (alpha / beta): -14.4 / -14.4 eV

=====

The winner here is R), beating the second structure by 0.0219 hartree.